A cluster of 2 separate species, C6H14N4O4S in total in a non-equilibrium geometry. Source: OMol25; level of theory: ωB97M-V/def2-TZVPD.

Values from the calculation:
orbital gap	0.347	hartree
energy	-31431.594	eV
spin multiplicity	1
structure (SMILES)	CCCC[S@@](=O)(O)=NNC(N)=O.N=C=O

XYZ file:
```
29
Properties=species:S:1:pos:R:3:forces:R:3
C -0.02478 -2.17204 -1.31711 0.1415 1.6553 -0.8988
C 1.23885 2.28142 -2.63302 -0.1175 1.5900 0.4516
C -2.84816 0.87410 1.95082 1.1538 3.1300 3.6450
C -1.35802 0.78698 2.21179 0.0120 -3.5375 0.9303
C -0.52333 0.29104 0.99268 1.4372 1.2050 0.9882
C 0.95406 0.08258 1.42465 -1.3445 -2.4722 1.6692
N -0.92674 -2.80454 -2.23026 1.1755 0.8269 0.2068
N 2.21169 2.74715 -2.10796 0.4488 0.1120 0.4425
N 0.21698 -0.88196 -1.70844 0.9961 0.5901 0.2011
N 1.27936 -0.02850 -1.31072 -0.3532 -0.8254 -0.2725
O 0.51189 -2.59850 -0.28845 -0.9385 -0.5424 -0.9939
O 0.26242 2.10277 -3.24968 -0.2391 -1.0637 -0.3737
O 2.85535 -1.39866 0.24059 0.3832 -0.1308 0.2102
O 2.93251 1.09759 0.09915 -1.2144 -2.6983 -0.1191
S 2.01254 -0.06657 0.01246 1.6977 1.9219 0.3822
H -3.47446 1.01894 2.91309 1.0402 -0.2221 -1.6876
H -2.90696 1.70917 1.31877 -1.0152 1.3140 -0.9280
H -3.10386 0.06237 1.44431 -1.6197 -3.6057 -2.0192
H -0.94702 1.62765 2.65888 0.7277 2.2876 0.1120
H -1.23428 0.11168 3.11413 0.1395 -0.1270 -1.1770
H -0.46944 1.06001 0.19421 -0.6228 -0.5716 0.2330
H -0.68047 -0.69953 0.63829 -1.6451 -0.4186 -0.5409
H 1.18109 0.92947 2.05470 1.0617 -0.0120 0.0687
H 1.00093 -0.95513 1.99817 0.1296 2.3367 -0.9288
H -1.12718 -2.21597 -3.05725 0.2393 -0.5570 0.8800
H -1.77595 -3.05547 -1.78244 -0.7047 -0.6297 0.4092
H 2.45281 -2.29273 0.02917 -0.3676 1.6271 0.0695
H 2.45557 2.76911 -1.11444 -0.0600 -0.4942 -0.7761
H -0.16540 -0.38245 -2.49609 -0.5415 -0.6884 -0.1838
```
Forces are in eV/Å.


A cluster of 2 separate species, C6H14N5 in total in a non-equilibrium geometry. Source: OMol25; level of theory: ωB97M-V/def2-TZVPD.

Values from the calculation:
net charge	+1
orbital gap	0.338	hartree
energy	-13893.288	eV
spin multiplicity	1

XYZ file:
```
25
Properties=species:S:1:pos:R:3:forces:R:3
C -0.31861 3.31498 -0.99182 -0.9954 2.1427 -0.8745
C 0.06625 1.48330 0.53302 -0.4686 2.0227 2.2812
N -0.58924 2.60484 0.25644 0.7802 -0.3005 -2.6201
N 1.21990 1.13692 -0.05063 -0.8362 -1.0063 0.7258
N -0.27752 0.91256 1.71556 1.3420 -2.0382 -0.9261
H -1.41680 2.90603 0.73782 -0.0066 -0.4172 0.3747
H 1.46440 1.40289 -0.98769 -0.1201 0.2322 -0.1141
H 1.47938 0.19144 0.25221 0.2764 0.4402 -0.5623
H -1.20098 0.97276 2.10691 -0.1892 0.2639 -0.2047
H 0.13934 -0.02459 1.78698 -0.4744 0.4329 0.4470
H -1.19029 3.96215 -1.16199 0.0800 -0.0328 0.2910
H -0.34822 2.79691 -1.98265 0.6297 -0.4676 1.2061
H 0.49141 4.07545 -0.90658 -0.0939 -1.0518 -0.0577
C -0.69738 -1.16793 -1.56617 1.2704 -0.3782 -1.3299
C 1.09899 -1.98894 0.16067 -1.1995 -0.5352 0.6874
C -0.09452 -2.09746 -0.54688 -0.1915 1.0172 0.1219
C -0.29854 -3.45845 1.11125 0.8191 1.9777 -1.0148
N 0.91296 -2.81452 1.27913 -0.6343 -0.1102 -1.3865
N -0.89736 -3.04099 -0.02512 0.2289 -0.6507 2.6006
H 2.06572 -1.59998 -0.08490 0.2446 0.1606 -0.0377
H 1.55983 -2.80688 2.04840 -0.0972 -0.5985 0.1495
H 0.04446 -1.19796 -2.38229 -0.6476 0.2640 -0.3790
H -0.78378 -0.09988 -1.31763 0.0370 -0.4580 0.4898
H -0.74961 -3.96093 1.93601 -0.2022 -0.7562 -0.0078
H -1.67977 -1.50169 -1.92006 0.4483 -0.1527 0.1402
```
Forces are in eV/Å.


An isolated molecule of C6H14N6S2 in a non-equilibrium geometry. Source: OMol25; level of theory: ωB97M-V/def2-TZVPD.

Values from the calculation:
orbital gap	0.291	hartree
energy	-37054.262	eV
spin multiplicity	1

XYZ file:
```
28
Properties=species:S:1:pos:R:3:forces:R:3
C 0.53385 0.81110 -1.50216 2.1611 0.4084 0.5220
C 3.08584 -1.90193 -1.38488 -0.1394 -1.1192 0.1862
C 2.47059 -1.03197 1.24220 0.7520 -1.9117 -0.5412
C -2.17751 -0.34364 2.48438 0.2560 -0.9578 -0.8789
C -1.97058 2.02848 1.15134 -0.9061 -0.7145 -0.1474
C -1.59954 -0.24255 -1.43407 1.8818 -1.9223 1.4093
N 1.07623 1.97893 -1.82280 -0.7472 -0.3595 -0.0392
N -0.79144 0.85441 -1.74693 2.0869 0.7123 -0.2137
N 0.02124 2.71726 -2.24033 0.5727 1.0814 -0.0077
N -1.07368 2.09335 -2.16695 -1.0726 0.0777 -0.6435
N 1.14712 -0.27805 -0.94475 -0.4732 -0.3935 0.0711
N -2.03666 -0.26200 -0.10138 -2.7920 -1.1296 -0.0611
S 2.66782 -0.35749 -0.43010 -1.0171 -0.7433 -0.7606
S -1.23554 0.32634 1.05437 0.0707 1.8495 1.0330
H 3.03489 -1.50523 -2.41010 0.6226 -0.1201 0.2927
H 2.17668 -2.61379 -1.38342 1.3933 1.1589 0.6601
H 4.07856 -2.45209 -1.12868 -1.7353 1.2415 -0.4130
H 3.45240 -1.37800 1.61968 -0.2662 0.2305 -0.3884
H 1.82270 -1.93664 1.16180 0.2025 0.8812 0.1047
H 2.10954 -0.31352 1.94188 -0.5320 0.6834 0.1075
H -1.38849 -0.71338 3.16336 -0.7817 0.2297 0.1289
H -2.66175 -1.19994 1.94134 0.2582 0.6919 0.8734
H -2.94459 0.34324 2.91970 0.9671 -0.5979 -0.2914
H -2.88051 1.71218 1.63917 -0.6614 0.5853 -0.3041
H -2.21650 2.46744 0.16377 0.6511 -0.4891 0.5131
H -1.50517 2.69558 1.82528 0.9206 0.8451 0.5486
H -0.85401 -1.04575 -1.47404 -0.2137 -0.3513 -0.8249
H -2.34149 -0.45233 -2.13768 -1.4588 0.1328 -0.9355
```
Forces are in eV/Å.


A structure of composition C6H14NO in a non-equilibrium geometry. Source: OMol25; level of theory: ωB97M-V/def2-TZVPD.

Values from the calculation:
net charge	-1
orbital gap	0.157	hartree
energy	-9982.102	eV
spin multiplicity	1

XYZ file:
```
22
Properties=species:S:1:pos:R:3:forces:R:3
C -0.09870 -3.55022 -1.63103 0.8522 -0.8085 -0.6037
C 0.41662 -2.29818 -0.89967 -0.8033 -0.0067 -0.0935
N -0.17625 -1.13633 -1.50208 -0.3450 -0.0644 1.0700
C -0.59249 -0.07150 -0.59157 -0.3133 -1.4523 -1.3097
C -0.72740 -0.34612 0.90462 0.0541 0.9879 0.1770
C 1.00943 3.56582 1.71732 -0.7149 -2.4228 -2.5405
C 0.20074 3.41538 0.47413 -2.1955 4.5396 -0.0091
O -1.02530 3.59186 0.53612 0.6221 -0.6343 -0.6067
H 0.38185 -3.62318 -2.64809 -0.4314 -0.2069 0.8764
H -1.16114 -3.38390 -1.79904 -0.1040 -0.1045 0.0390
H 0.04468 -4.51159 -1.02925 0.0535 0.9829 -0.8268
H 0.12845 -2.56409 0.14362 0.1261 0.6911 0.1005
H 1.52847 -2.29156 -0.90963 0.2481 -0.2388 0.0535
H -1.62690 0.24115 -0.94187 1.1343 0.4417 0.3197
H 0.13441 0.77039 -0.66274 -0.2424 0.5374 0.0298
H -0.87425 0.65588 1.33328 -0.4759 -0.1092 0.2806
H -1.56916 -0.98899 1.18269 0.2332 -0.0613 -0.0326
H 0.20444 -0.66878 1.36011 0.1050 -0.5253 -0.0095
H 0.45174 3.74459 2.62774 0.2371 0.1218 -0.0947
H 2.08935 3.60270 1.56965 -0.3265 -0.2486 0.4551
H 0.55468 2.45738 1.26788 2.0176 -0.7443 2.4751
H 0.70672 3.38929 -0.50219 0.2688 -0.6744 0.2501
```
Forces are in eV/Å.


A structure of composition C6H14NO in a non-equilibrium geometry. Source: OMol25; level of theory: ωB97M-V/def2-TZVPD.

Values from the calculation:
net charge	-1
orbital gap	0.243	hartree
energy	-9983.232	eV
spin multiplicity	1

XYZ file:
```
22
Properties=species:S:1:pos:R:3:forces:R:3
C 0.71874 -1.26903 -0.71961 -0.1329 0.5944 -0.7786
C 0.45174 0.23052 -0.85250 -0.5342 0.1075 1.2761
C 1.75427 1.07202 -0.66877 -0.0375 -0.4788 -1.4340
O 2.33050 0.96656 0.51368 -0.1143 0.0028 0.4151
C -0.53202 -2.04712 -0.29853 0.4922 0.5146 0.5112
N -2.80630 -1.10580 -0.47975 0.6132 1.3473 -0.8982
C -0.29558 2.04955 2.35315 0.1725 0.3161 -0.0200
C -1.81397 -1.70028 -1.02903 0.9014 -1.1709 -0.7173
H 1.08667 -1.58228 -1.69674 0.1693 -0.3892 -0.0568
H 1.51861 -1.37370 0.01639 -0.0613 -0.1272 0.0004
H -0.13007 0.48101 -1.73903 0.2482 -0.0154 -0.6410
H -0.22242 0.54310 -0.03860 0.0919 -0.0561 0.2117
H 2.37480 0.66689 -1.53741 0.1877 0.2279 0.0794
H 1.47907 2.09883 -1.03983 0.0317 0.1231 0.2901
H -0.67405 -1.80103 0.75982 -0.2971 -0.1475 -0.0801
H -0.38801 -3.12434 -0.36591 -0.0030 -0.2395 -0.1483
H 0.44279 1.71930 1.61621 0.0930 0.0129 0.1458
H -0.56627 3.09330 2.15984 -0.0896 -0.1645 -0.0550
H -1.18094 1.41550 2.31453 -0.0287 0.0354 0.0686
H -1.92012 -0.40479 -0.50047 -1.3305 0.5114 1.9373
H -1.79367 -1.94092 -2.10933 -0.2890 -0.8594 -0.0856
H 0.16623 2.01271 3.34189 -0.0830 -0.1448 -0.0208
```
Forces are in eV/Å.


The ion C6H14NO with charge -1 in a non-equilibrium geometry. Source: OMol25; level of theory: ωB97M-V/def2-TZVPD.

Values from the calculation:
net charge	-1
orbital gap	0.239	hartree
energy	-9986.260	eV
spin multiplicity	1
structure (SMILES)	CCCCCNC[O-]

XYZ file:
```
22
Properties=species:S:1:pos:R:3:forces:R:3
C -1.34706 0.71836 0.00801 -0.1303 -0.4999 0.4695
N -0.67815 2.00072 0.15968 -0.0916 0.0198 -0.1247
C 0.02941 2.46036 -1.12448 -0.2677 0.2625 0.1601
O 0.68875 1.50357 -1.72022 0.3112 -0.1812 -0.1752
C -0.87710 -0.30673 1.06860 0.1996 0.3349 -0.1507
C 0.65376 -0.50054 1.09276 -0.8036 0.3487 0.6422
C 1.22510 -1.12061 -0.16508 -0.0135 -0.0340 -0.0123
C 0.79696 -2.57420 -0.33703 -0.2258 -0.1777 -0.1871
H -1.15191 0.29376 -0.97640 0.0674 0.1933 -0.2024
H -2.43702 0.82436 0.12775 0.0267 -0.0241 -0.1135
H -1.37413 2.70332 0.39412 0.1021 -0.0005 -0.0023
H -0.76375 2.93818 -1.78069 -0.1427 -0.0410 0.0365
H 0.62916 3.33018 -0.74761 0.1200 -0.0008 -0.0360
H -1.39854 -1.26850 0.94523 0.0183 0.1448 -0.0501
H -1.15836 0.10260 2.04510 -0.0800 -0.1381 0.0862
H 0.85783 -1.10486 1.97901 0.2606 -0.3388 0.0828
H 1.03979 0.49449 1.33708 0.2857 -0.1034 -0.5078
H 0.90732 -0.48625 -0.99580 0.1566 -0.0276 -0.1504
H 2.31729 -1.09189 -0.15901 0.0530 0.1365 0.1350
H 0.86323 -3.13448 0.59614 0.1224 -0.0441 0.1963
H 1.41243 -3.09646 -1.06955 0.0972 0.0088 -0.0972
H -0.23501 -2.68539 -0.67760 -0.0657 0.1617 0.0011
```
Forces are in eV/Å.